1.
ORCA calculation (ωB97M-V with the def2-TZVPD basis set) on a structure of composition C60H45F4GeIrNP3S.

- total charge = +3
- E (eV) = -173346.07970
- HOMO energy (alpha / beta) (eV) = -15.7 / -15.7
- spin multiplicity = 2
- orbital gap (alpha / beta) (eV) = 5.059 / 4.564

Geometry as XYZ:
```
116
Properties=species:S:1:pos:R:3:forces:R:3:mulliken_charge:R:1
Ir -0.0652 -0.0268 -0.2307 1.7326 -0.5393 -0.3712 1.27
F 3.3111 2.2803 2.1639 0.1376 0.0471 0.1509 -0.58
Ge 2.0857 1.4326 1.2248 0.8629 0.9241 0.5870 1.67
C 0.9852 1.0253 2.8724 -0.3737 -0.6027 -0.4949 -1.00
C 1.4228 1.7989 3.9496 -0.0035 0.0033 -0.0108 -0.10
C 0.9150 1.5844 5.2248 -0.0873 -0.0596 0.0203 -1.05
C -0.0347 0.5985 5.4519 0.0322 0.0672 0.0519 -0.88
C -0.5006 -0.1541 4.3885 -0.0307 0.0728 -0.0719 -0.25
C -0.0234 0.0683 3.0949 0.1620 0.1435 0.0189 -0.06
P -0.7899 -0.9471 1.8183 -0.8489 0.4594 -0.2089 2.88
C -2.5806 -0.6701 1.8047 0.0371 -0.0068 -0.1054 0.84
C -3.2354 0.2267 2.6397 -0.1581 -0.2329 0.1163 -1.06
C -4.6158 0.3775 2.5404 0.0729 0.0095 0.0261 -0.63
C -5.3373 -0.3483 1.6065 -0.0636 0.0254 0.0089 -0.98
C -4.6855 -1.2392 0.7598 0.0718 -0.0060 -0.0902 -1.08
C -3.3112 -1.3908 0.8498 -0.0024 0.1217 -0.0774 -0.86
C -0.5513 -2.6215 2.4358 0.1282 -0.0385 -0.1788 0.89
C 0.7173 -2.9439 2.9299 -0.1804 0.0001 0.3347 -0.43
C 0.9314 -4.1726 3.5279 -0.0412 0.1774 0.1872 -0.72
C -0.1096 -5.0905 3.6168 -0.0728 0.0190 0.1315 -0.85
C -1.3654 -4.7778 3.1209 -0.0579 0.0352 -0.0006 -0.86
C -1.5946 -3.5420 2.5284 0.0771 0.0183 0.0383 -0.59
C 3.4515 0.3303 0.3028 -0.4874 -0.3234 -0.0213 -0.90
C 4.7335 0.8764 0.4077 0.1367 -0.1075 -0.1065 -0.32
C 5.8366 0.2070 -0.1094 -0.0602 -0.0017 -0.0302 -1.05
C 5.6795 -1.0175 -0.7420 0.0683 0.0306 0.0081 -1.12
C 4.4148 -1.5665 -0.8566 -0.0353 -0.0203 -0.0342 -0.15
C 3.2921 -0.8986 -0.3534 0.1780 0.0628 0.0133 -0.13
P 1.7109 -1.7297 -0.5655 -0.8464 0.0459 -0.4433 2.62
C 1.5770 -2.1809 -2.3385 0.1685 -0.0162 -0.0280 0.86
C 0.4709 -2.9327 -2.7626 0.1063 -0.1064 -0.0500 -0.41
C 0.3251 -3.3015 -4.0974 -0.0334 -0.0068 0.0455 -0.78
C 1.2788 -2.9213 -5.0291 0.0024 -0.0841 -0.0016 -0.72
C 2.3608 -2.1551 -4.6246 0.0905 0.0937 0.0326 -1.06
C 2.5043 -1.7731 -3.2897 -0.0208 -0.0211 -0.0447 -0.95
C 1.8446 -3.3307 0.2746 -0.0812 0.1281 0.0937 1.10
C 0.7950 -4.2500 0.1995 0.0839 -0.1891 -0.1266 0.42
C 0.9477 -5.5283 0.7075 -0.0242 0.0123 -0.1864 -1.13
C 2.1380 -5.8946 1.3248 0.1071 -0.0231 -0.1144 -0.72
C 3.1517 -4.9617 1.4743 0.0985 0.0101 -0.0722 -1.15
C 3.0034 -3.6760 0.9681 0.1002 -0.1436 -0.1268 -0.63
C 1.5303 3.0837 0.3041 -0.3388 -0.2798 -0.0988 -0.79
C 2.5105 4.0770 0.2350 -0.1233 0.0794 -0.0595 0.19
C 2.1697 5.3724 -0.1306 -0.0106 -0.0064 -0.0100 -1.07
C 0.8468 5.6991 -0.4114 0.0220 -0.0014 -0.0136 -0.92
C -0.1317 4.7200 -0.3606 0.0677 -0.0544 -0.0128 -0.53
C 0.2117 3.4022 -0.0393 0.1705 0.2065 -0.0059 0.51
P -1.1159 2.1867 -0.0180 -0.4145 -0.3576 -0.3858 2.51
C -2.2810 2.8894 1.1693 0.0881 -0.1964 0.1782 1.02
C -1.7752 3.2476 2.4214 -0.0286 0.0607 0.0489 -0.35
C -2.5795 3.9174 3.3281 0.0519 -0.0640 0.0333 -0.66
C -3.8928 4.2293 2.9916 -0.0383 -0.0026 0.0542 -0.78
C -4.3983 3.8645 1.7535 -0.0364 -0.0399 -0.0651 -0.80
C -3.5993 3.1853 0.8420 -0.0489 0.1149 -0.0174 -0.74
C -1.9925 2.2668 -1.6125 -0.0480 -0.1187 -0.0326 0.06
C -1.6069 3.0617 -2.6757 -0.1357 0.1319 -0.1367 -1.33
C -2.3119 3.0027 -3.8854 0.1275 0.0553 0.1106 -0.92
C -3.3841 2.1353 -4.0406 -0.0032 0.0628 -0.0741 -0.81
C -3.7595 1.3114 -2.9921 0.0937 -0.1181 0.2435 -0.55
C -3.0613 1.3657 -1.7799 -0.0393 0.0167 -0.1852 -0.59
H 2.1804 2.5546 3.8123 -0.0278 -0.0489 0.0609 0.64
H 1.2922 2.1808 6.0465 -0.0428 -0.0048 -0.0287 0.53
H -0.4128 0.4161 6.4498 0.0297 0.0084 -0.0226 0.51
H -1.2445 -0.9246 4.5592 0.0148 0.0108 0.0220 0.59
H -2.6896 0.7878 3.3832 0.0038 0.0520 0.0133 0.46
H -5.1247 1.0632 3.2050 0.0121 -0.0014 -0.0135 0.54
H -6.4114 -0.2246 1.5372 0.0475 -0.0333 0.0229 0.47
H -5.2500 -1.8168 0.0376 0.0245 0.0206 0.0272 0.52
H -2.8001 -2.0825 0.1833 -0.0648 -0.0188 0.0386 0.56
H 1.5187 -2.2150 2.8871 -0.0002 -0.0307 0.0587 0.36
H 1.9046 -4.4136 3.9366 -0.0795 0.0336 -0.0021 0.56
H 0.0572 -6.0506 4.0915 -0.0089 0.0522 -0.0112 0.49
H -2.1793 -5.4854 3.2172 0.0248 0.0216 -0.0171 0.51
H -2.5871 -3.2887 2.1834 0.0178 -0.0759 0.0306 0.50
H 4.8913 1.8132 0.9187 0.0125 -0.0658 -0.0063 0.46
H 6.8222 0.6420 0.0056 -0.0473 -0.0129 -0.0480 0.49
H 6.5365 -1.5460 -1.1412 -0.0331 0.0105 0.0530 0.51
H 4.2968 -2.5350 -1.3283 0.0271 0.0257 -0.0146 0.75
H -0.2617 -3.2829 -2.0517 0.0227 -0.1068 -0.0080 -0.01
H -0.5251 -3.9013 -4.3992 0.0333 0.0215 0.0199 0.54
H 1.1803 -3.2229 -6.0642 0.0087 0.0060 0.0490 0.49
H 3.1159 -1.8598 -5.3452 -0.0668 0.0073 0.0429 0.47
H 3.3549 -1.1658 -3.0093 -0.0311 -0.0288 -0.0325 0.53
H -0.1533 -3.9784 -0.2420 -0.0150 -0.0158 0.0024 -0.07
H 0.1363 -6.2410 0.6199 0.0477 0.0505 0.0231 0.46
H 2.2656 -6.9009 1.7061 -0.0120 0.0522 -0.0184 0.49
H 4.0701 -5.2301 1.9833 -0.0566 0.0148 -0.0202 0.49
H 3.8026 -2.9625 1.1072 0.0168 -0.0140 -0.0049 0.42
H 3.5336 3.8565 0.5095 -0.0547 0.0392 0.0048 0.54
H 2.9368 6.1372 -0.1548 -0.0495 -0.0218 -0.0428 0.50
H 0.5770 6.7178 -0.6599 0.0171 -0.0260 0.0243 0.50
H -1.1675 4.9787 -0.5566 0.0544 0.0226 0.0125 0.56
H -0.7471 3.0216 2.6789 -0.0078 0.0636 0.0199 0.43
H -2.1800 4.2100 4.2920 -0.0192 -0.0181 -0.0508 0.54
H -4.5208 4.7637 3.6948 0.0491 -0.0156 -0.0409 0.43
H -5.4157 4.1198 1.4844 0.0300 -0.0222 0.0197 0.51
H -4.0087 2.9219 -0.1232 -0.0231 0.0430 0.0266 0.39
H -0.7709 3.7427 -2.5754 -0.0303 -0.0093 -0.0642 0.62
H -2.0166 3.6470 -4.7053 0.0028 -0.0359 0.0286 0.46
H -3.9220 2.0993 -4.9800 0.0244 0.0131 0.0494 0.49
H -4.5862 0.6198 -3.1104 0.0260 0.0704 0.0492 0.53
H -3.3758 0.7395 -0.9484 -0.0535 0.0394 -0.0233 0.55
F -0.3178 -0.8751 -6.2617 -0.0136 -0.0333 -0.0929 -0.21
C -0.9747 -0.0953 -5.4095 -0.0127 0.0444 0.0847 0.07
F -1.9534 -0.8201 -4.8404 0.0604 0.0370 0.0192 -0.27
F -1.5320 0.8917 -6.1112 -0.0399 -0.0252 0.0142 -0.22
C -0.0264 0.4733 -4.3722 0.0200 -0.0185 0.0108 1.11
C 0.9998 1.3081 -4.8152 0.0297 -0.0032 -0.0293 -0.58
C 1.8827 1.8556 -3.9049 -0.0258 -0.0618 0.0778 -1.74
C 1.7307 1.5572 -2.5520 0.1504 0.0528 -0.0277 -0.22
N 0.7603 0.7554 -2.1330 -0.3464 0.2252 0.6242 0.45
C -0.0993 0.2257 -3.0090 -0.1224 0.0837 -0.9144 0.23
S -1.2275 -0.7470 -2.1315 0.2094 0.1699 1.5028 -0.36
H 1.0973 1.5175 -5.8758 -0.0188 0.0061 0.0710 0.67
H 2.6848 2.5042 -4.2313 -0.0175 -0.0136 0.0586 0.63
H 2.3898 1.9624 -1.7957 0.0023 -0.0029 -0.0685 0.34
```
Positions in Å, forces in eV/Å.


2.
ORCA calculation (ωB97M-V with the def2-TZVPD basis set) on a structure of composition C60H46Br2MoN2O3P2S.

- total charge = +2
- E (eV) = -243429.62149
- HOMO energy (alpha / beta) (eV) = -12.8 / -12.9
- spin multiplicity = 3
- orbital gap (alpha / beta) (eV) = 5.891 / 6.095

Geometry as XYZ:
```
117
Properties=species:S:1:pos:R:3:forces:R:3:mulliken_charge:R:1
Mo -0.1112 -0.0271 0.3162 0.1963 0.2741 0.6185 -2.07
O -0.5826 -3.1167 -1.2094 0.0151 -0.0540 0.0095 -0.61
S -0.6938 -1.6831 -1.4306 0.0439 0.0305 0.1486 1.71
C 0.2989 -1.3182 -2.8799 -0.0974 -0.0465 -0.0425 -0.54
C 0.1418 -2.2354 -3.9129 0.0686 0.0480 -0.0428 -0.66
C 0.9838 -2.1741 -5.0085 -0.0294 -0.0155 0.0355 -0.92
C 2.0049 -1.2341 -5.0411 0.0003 0.0155 0.0123 -1.19
C 2.1631 -0.3392 -3.9973 -0.0355 0.0384 0.0187 -0.21
C 1.2868 -0.3387 -2.9080 0.0474 -0.0241 -0.0160 -0.24
P 1.4877 0.8614 -1.5528 -0.0013 0.0773 -0.0296 2.57
C 3.2656 0.8347 -1.1975 -0.0076 -0.0332 -0.0463 0.92
C 4.0036 -0.3389 -1.3470 0.0084 -0.0236 -0.0032 -0.74
C 5.3597 -0.3434 -1.0662 0.0126 0.0237 -0.0018 -0.94
C 5.9820 0.8134 -0.6156 -0.0058 0.0129 0.0001 -0.56
C 5.2479 1.9787 -0.4529 -0.0181 -0.0125 -0.0068 -0.82
C 3.8930 1.9944 -0.7505 0.0249 0.0231 0.0245 -0.43
C 1.2412 2.5282 -2.2423 -0.0397 -0.0261 0.0019 0.83
C 0.7409 3.5144 -1.3973 -0.0795 -0.0525 0.1671 0.67
C 0.6217 4.8274 -1.8233 0.0176 0.0374 -0.0467 -0.75
C 1.0072 5.1722 -3.1097 -0.0248 -0.0141 0.0629 -0.91
C 1.5029 4.1975 -3.9634 -0.0248 -0.0025 -0.0194 -0.68
C 1.6158 2.8852 -3.5372 0.0270 -0.0085 0.0180 -0.61
C -2.3671 -1.3734 -1.9605 0.0566 -0.0837 -0.1247 0.37
C -3.0617 -2.4342 -2.5259 -0.0463 0.0561 -0.0092 -0.76
C -4.3424 -2.2035 -3.0010 0.0264 -0.0336 0.0160 -0.99
C -4.9086 -0.9368 -2.9105 0.0167 0.0333 0.0195 -0.87
C -4.2098 0.1035 -2.3207 0.0414 -0.0232 -0.0017 0.00
C -2.9257 -0.1156 -1.8211 -0.1159 0.0057 0.0531 -0.90
P -2.0388 1.2008 -0.9483 -0.0440 -0.0136 -0.1030 3.34
C -3.0273 1.5819 0.5124 -0.0053 -0.0015 -0.0709 0.67
C -4.0572 0.7350 0.9241 -0.0009 0.0074 0.0305 -0.79
C -4.8156 1.0687 2.0337 -0.0089 0.0066 0.0219 -0.65
C -4.5558 2.2424 2.7293 -0.0077 0.0055 -0.0260 -0.81
C -3.5109 3.0687 2.3424 -0.0410 -0.0063 -0.0655 -1.07
C -2.7337 2.7319 1.2480 -0.0406 0.0288 0.0023 -0.58
C -2.2079 2.5683 -2.1200 0.0009 -0.0290 -0.0218 0.72
C -2.8973 3.7396 -1.8266 -0.0516 -0.0106 0.0770 -0.71
C -3.1182 4.6771 -2.8256 0.0074 0.0116 -0.0257 -0.72
C -2.6639 4.4462 -4.1133 0.0293 -0.0202 0.0170 -0.78
C -1.9820 3.2714 -4.4103 0.0058 0.0422 0.0074 -0.69
C -1.7561 2.3353 -3.4196 0.0700 -0.0269 -0.0260 -0.16
H -0.6024 -3.0155 -3.8412 -0.0303 -0.0197 0.0070 0.51
H 0.8706 -2.8837 -5.8153 -0.0156 -0.0206 -0.0249 0.46
H 2.6941 -1.2141 -5.8737 0.0207 0.0087 -0.0123 0.49
H 3.0017 0.3431 -4.0080 0.0120 0.0214 -0.0007 0.66
H 3.5287 -1.2503 -1.6882 -0.0005 0.0181 -0.0044 0.46
H 5.9304 -1.2520 -1.2002 0.0173 -0.0233 -0.0073 0.49
H 7.0418 0.8086 -0.4017 0.0278 -0.0001 0.0084 0.45
H 5.7300 2.8833 -0.1105 0.0242 0.0231 0.0088 0.50
H 3.3395 2.9193 -0.6460 -0.0176 -0.0081 -0.0113 0.36
H 0.4248 3.2669 -0.3858 0.0240 0.0167 -0.1675 -0.57
H 0.2267 5.5772 -1.1522 -0.0099 0.0337 0.0226 0.50
H 0.9196 6.1956 -3.4465 -0.0026 0.0292 -0.0094 0.43
H 1.8012 4.4586 -4.9695 0.0037 0.0049 -0.0199 0.48
H 1.9888 2.1516 -4.2338 0.0359 -0.0518 -0.0054 0.25
H -2.6093 -3.4151 -2.5708 0.0188 -0.0313 0.0015 0.61
H -4.9030 -3.0145 -3.4444 -0.0095 -0.0240 -0.0194 0.48
H -5.9054 -0.7642 -3.2911 -0.0254 0.0082 -0.0065 0.48
H -4.6623 1.0834 -2.2353 -0.0045 0.0220 0.0102 0.61
H -4.2739 -0.1812 0.3910 -0.0060 -0.0280 -0.0127 0.21
H -5.6153 0.4100 2.3465 -0.0066 0.0044 0.0067 0.52
H -5.1615 2.5065 3.5853 -0.0088 0.0055 0.0202 0.44
H -3.2911 3.9663 2.9020 0.0066 0.0310 0.0227 0.47
H -1.8989 3.3663 0.9718 -0.0050 0.0138 -0.0314 0.59
H -3.2943 3.9224 -0.8378 0.0236 -0.0205 -0.0110 0.45
H -3.6629 5.5815 -2.5941 -0.0126 0.0258 0.0005 0.49
H -2.8486 5.1746 -4.8901 -0.0030 0.0251 -0.0300 0.44
H -1.6336 3.0835 -5.4158 0.0105 -0.0032 -0.0430 0.50
H -1.2379 1.4134 -3.6671 -0.0083 0.0075 0.0199 0.21
Br 0.9815 1.9878 1.8307 -0.0062 -0.1544 -0.1896 0.11
C 1.2744 1.5071 3.7224 -0.0559 0.0145 0.0709 -0.74
Br 1.6166 -0.3266 4.0533 0.0215 -0.0409 -0.0498 0.00
H 0.3587 1.8055 4.2132 -0.0277 0.0086 0.0217 0.36
H 2.1448 2.0971 3.9878 -0.0793 -0.0094 0.0159 0.59
O -1.6835 0.9740 3.2378 0.3232 0.1330 0.0930 -0.58
C -1.7237 -0.2124 3.0020 0.0355 0.0212 -0.2281 -1.55
N -2.3594 -1.1529 3.7180 -0.0077 0.0339 0.2283 0.39
C -2.2503 -2.4961 3.1891 0.0091 -0.0661 -0.0689 2.86
C -1.2000 -2.2423 2.1002 0.0745 0.1875 0.0158 -1.26
O -0.5469 -3.0665 1.5345 -0.0442 -0.1823 -0.0551 -0.24
N -1.0875 -0.8457 1.8891 -0.0940 -0.1384 0.0758 1.24
C -1.7266 -3.4990 4.1983 0.0122 -0.0419 0.0021 -0.57
C -1.8806 -4.8567 3.9419 -0.0052 0.0147 0.0132 -0.14
C -1.3550 -5.7924 4.8160 0.0325 -0.0272 0.0448 -0.96
C -0.6746 -5.3806 5.9539 -0.0092 0.0332 0.0002 -0.58
C -0.5176 -4.0273 6.2113 -0.0074 -0.0533 -0.0044 -1.03
C -1.0381 -3.0870 5.3337 0.0135 -0.0144 -0.0480 -0.27
C -3.5742 -2.9088 2.5525 -0.0752 -0.0091 -0.0383 -0.50
C -3.7092 -3.1764 1.1970 0.0181 0.0115 -0.0272 0.23
C -4.9617 -3.4643 0.6648 -0.0362 -0.0044 0.0285 -0.78
C -6.0803 -3.4898 1.4806 0.0023 -0.0137 -0.0114 -0.65
C -5.9442 -3.2464 2.8422 0.0179 -0.0069 0.0033 -0.97
C -4.6981 -2.9637 3.3733 -0.0043 0.0276 -0.0212 -0.60
H -2.8892 -0.9021 4.5370 -0.0256 -0.0128 -0.0416 0.43
H -2.4167 -5.1837 3.0609 -0.0086 -0.0028 -0.0223 0.50
H -1.4838 -6.8465 4.6133 -0.0023 -0.0305 -0.0030 0.47
H -0.2759 -6.1132 6.6412 0.0179 -0.0220 0.0234 0.45
H 0.0065 -3.6997 7.0984 0.0129 0.0025 0.0260 0.46
H -0.8986 -2.0344 5.5404 -0.0102 0.0441 -0.0024 0.51
H -2.8414 -3.2023 0.5478 0.0222 0.0067 0.0006 0.82
H -5.0569 -3.6858 -0.3896 0.0000 -0.0053 -0.0393 0.55
H -7.0525 -3.7205 1.0672 -0.0149 -0.0022 -0.0122 0.46
H -6.8082 -3.2902 3.4905 -0.0248 -0.0018 0.0166 0.46
H -4.5964 -2.7973 4.4391 0.0039 0.0082 0.0392 0.49
C 1.5156 -1.1116 0.4872 -0.1785 0.0492 -0.2531 1.19
C 2.3315 -1.9179 0.9183 0.1098 0.0585 0.0216 0.60
C 3.2378 -2.8268 1.5136 -0.1146 -0.0532 -0.0127 0.09
C 4.5699 -2.4624 1.7386 0.0245 0.0131 0.0170 -0.27
C 5.4243 -3.3625 2.3463 -0.0213 -0.0036 -0.0126 -0.85
C 4.9560 -4.6138 2.7306 0.0028 -0.0208 0.0101 -0.44
C 3.6311 -4.9736 2.5153 0.0109 0.0437 -0.0235 -0.79
C 2.7640 -4.0850 1.9071 0.0170 -0.0497 0.0116 -0.32
H 4.9137 -1.4812 1.4395 -0.0043 -0.0021 0.0100 0.57
H 6.4551 -3.0926 2.5247 0.0369 0.0097 0.0108 0.44
H 5.6298 -5.3139 3.2050 0.0167 -0.0120 0.0124 0.42
H 3.2764 -5.9472 2.8211 -0.0092 -0.0329 0.0139 0.46
H 1.7273 -4.3407 1.7325 -0.0182 0.0074 -0.0059 0.58
```
Positions in Å, forces in eV/Å.


Q: Number 1 is which compound?
A: C60H45F4GeIrNP3S


Q: The lowest E belongs to which entry?
A: C60H46Br2MoN2O3P2S